# 1
124
Properties=species:S:1:pos:R:3:lowdin_charge:R:1 method="wB97M-V/def2-TZVPD" relative_energy_kj_mol=61.83 homo_lumo_gap_ha=0.203 charge=+2 total_energy_ev=-151603.819 e_homo_ev=-11.7308
H -0.470 -4.119 -4.473 0.074
C -0.526 7.348 -5.452 -0.112
C -0.135 -4.417 3.814 -0.009
C -1.562 -1.506 -4.398 -0.082
H 0.638 -1.084 3.993 0.095
H 3.250 -0.108 -0.555 0.049
N -0.009 -2.322 2.406 -0.047
C -2.505 7.625 -4.379 -0.114
H 0.858 -3.193 -3.769 0.058
C -2.018 -5.235 1.871 -0.016
H -3.166 -2.356 -0.295 0.020
H 3.386 -3.089 -0.016 0.105
C -1.437 -5.351 -2.348 -0.070
H 1.446 -3.838 -1.246 0.045
H -1.126 -2.347 -4.924 0.061
C -0.861 4.560 -2.951 -0.104
C -1.675 -6.061 2.933 -0.083
H 0.619 1.250 4.179 0.073
H 4.545 0.323 0.550 0.066
H -1.913 5.249 -1.213 0.118
H 1.809 2.523 4.382 0.098
H -4.025 -3.255 -2.684 0.076
H 3.328 2.189 1.663 0.085
H -1.893 -5.576 -1.386 0.068
H -0.886 -6.248 -2.638 0.099
Y -0.233 0.053 -0.166 1.281
H -3.147 -3.680 -4.153 0.075
H -0.761 -0.801 -4.155 0.063
H 0.296 3.559 -4.455 0.116
C -2.314 -3.041 -0.361 -0.308
H 3.370 1.022 5.223 0.098
H 1.032 -5.523 -1.510 0.101
N 1.052 0.185 -2.297 0.021
C 2.652 -2.563 0.599 -0.118
C 3.649 1.739 2.607 -0.088
C 1.420 1.792 3.671 -0.114
H 0.223 -4.621 -0.227 0.083
H -5.476 1.098 -1.767 0.026
H -2.848 4.802 0.617 0.121
B -0.645 -1.876 1.195 -0.654
H 1.839 -1.722 -2.100 0.083
C -0.083 3.512 -3.447 0.071
H 1.008 2.342 2.824 0.062
H -0.505 -6.324 4.708 0.107
H -3.497 -0.086 -3.415 0.098
H -7.519 0.160 1.869 0.049
N -1.065 2.002 1.101 -0.027
C 0.242 -4.087 -3.651 -0.086
H -2.601 2.524 4.030 0.129
C -2.312 2.697 3.002 -0.086
C 3.132 0.225 4.516 -0.072
P 1.869 -0.383 2.003 1.100
C 0.620 -4.549 -1.240 -0.079
H 1.819 2.219 -4.857 0.123
C -6.447 0.208 2.059 -0.244
H 2.241 -3.272 1.319 0.097
C -1.550 3.087 0.471 -0.199
H -3.073 6.211 -2.893 0.112
C 4.377 -1.845 2.226 -0.068
C 3.301 -1.346 1.257 -0.684
H -2.718 -4.040 -0.512 0.076
H -3.413 8.205 -4.268 0.117
H -2.142 -7.032 3.021 0.107
H 3.963 -2.382 3.079 0.083
H 4.665 -1.153 -0.392 0.099
C 1.031 -1.616 3.119 -0.286
N -0.358 2.284 -1.424 0.072
C -6.036 1.250 -0.845 -0.236
H -7.103 1.167 -1.043 0.049
C -6.057 -1.787 -0.255 -0.231
C 1.824 -0.824 -2.703 -0.132
H -2.751 -5.558 1.143 0.105
C -1.131 5.763 -3.761 -0.172
H 0.721 5.713 -4.898 0.113
C -1.092 3.287 -0.926 -0.177
H 2.426 -0.438 5.016 0.078
C -1.465 1.802 2.351 -0.214
C -3.501 -2.847 -3.550 -0.070
H -5.665 -1.942 -1.259 0.020
C 2.584 -0.749 -3.863 -0.072
C -0.226 6.205 -4.724 -0.004
H -4.228 -2.301 -4.156 0.095
H 4.049 -0.329 4.338 0.067
H 5.007 -1.039 2.595 0.073
H -5.810 2.234 -0.438 0.039
H -6.181 1.186 2.456 0.041
H -2.240 -1.004 -5.091 0.097
H 4.572 1.192 2.436 0.068
H 0.895 -4.954 -3.764 0.098
H -1.126 0.903 2.851 0.099
H -2.221 -5.204 -3.087 0.068
C -0.470 -3.589 2.755 -0.172
H -7.145 -1.810 -0.289 0.050
N -1.514 -2.978 0.842 -0.052
H -2.210 0.093 -2.236 0.034
N -2.801 3.756 2.385 0.130
H 1.785 -2.310 3.505 0.094
H 5.027 -2.542 1.693 0.099
H 0.576 -4.103 4.567 0.110
H -6.156 -0.563 2.770 0.046
As -5.469 -0.079 0.430 0.725
C -1.408 -3.993 1.785 -0.183
C 1.025 1.279 -3.081 -0.178
H 0.170 7.714 -6.197 0.118
C -1.357 4.436 -1.654 0.074
C -2.360 -1.908 -3.151 -0.683
C -2.300 6.501 -3.591 -0.007
H 1.811 -2.265 -0.038 0.018
C -2.970 -0.607 -2.611 -0.142
H -3.657 -0.772 -1.786 0.000
C -0.748 -5.661 3.890 -0.082
H 3.882 2.552 3.295 0.097
H -5.695 -2.573 0.407 0.046
C 3.974 -0.513 0.161 -0.090
C -2.428 3.942 1.121 -0.042
C 0.160 2.405 -2.650 -0.187
C 2.562 0.869 3.241 -0.684
C 1.807 1.335 -4.235 -0.035
C -0.440 -4.181 -2.282 -0.657
P -1.228 -2.526 -1.777 1.125
N 2.580 0.333 -4.625 0.136
H 3.202 -1.583 -4.168 0.129
S -3.406 0.050 0.872 0.264
N -1.640 8.048 -5.291 0.088

=====

# 2
141
Properties=species:S:1:pos:R:3:lowdin_charge:R:1 method="wB97M-V/def2-TZVPD" relative_energy_kj_mol=0.00 homo_lumo_gap_ha=0.372 total_energy_ev=-127215.961 e_homo_ev=-10.0276
O 2.280 5.964 0.758 0.100
H -6.510 -1.204 -7.109 0.046
C -2.140 1.050 -5.228 -0.234
H 6.436 -3.620 -3.779 0.084
C -0.161 -2.770 -1.532 -0.264
H 3.740 9.048 2.778 0.084
C -3.707 -1.864 0.777 -0.069
C 2.343 3.659 0.381 -0.322
H -3.397 2.632 -4.674 0.071
H -5.844 -1.552 4.678 0.055
H 1.682 -2.768 -2.520 0.045
C 5.307 -3.427 1.839 -0.063
N -1.305 -2.836 -1.553 0.135
H 1.276 -1.492 4.292 0.043
C 9.029 -0.760 1.956 -0.057
H 9.040 0.159 1.375 0.086
O -0.449 3.981 0.231 -0.096
H -0.198 0.570 -7.536 0.016
N -2.123 -8.124 1.836 0.116
C -0.443 4.725 -3.713 -0.212
H -0.371 -1.897 4.789 0.079
C -3.233 -6.609 3.644 -0.075
H -8.478 0.659 -11.184 0.084
C -2.612 -7.458 2.633 -0.291
N 7.325 -6.177 7.596 0.121
H 0.312 6.112 -5.089 0.093
Cl 4.440 0.110 0.255 0.688
N 6.310 -1.355 -1.600 0.100
H 1.515 1.421 8.804 0.065
C -9.304 1.169 4.545 -0.068
H 5.634 -6.522 4.967 0.080
N -6.721 -0.530 7.532 0.116
C -7.882 0.803 -10.285 -0.058
N -1.695 0.352 -6.025 0.144
C 6.143 -3.694 -2.734 -0.061
C -4.052 -2.521 2.031 -0.261
H -5.440 -0.707 -8.434 0.035
N 4.051 -3.107 4.103 0.147
H 4.468 -6.444 6.300 0.083
H -7.872 1.859 -10.024 0.086
S 2.677 4.704 3.049 0.918
H 0.545 -3.170 -7.649 0.087
H -0.033 -1.698 -6.836 0.037
H 4.460 -1.445 6.992 0.084
H -0.547 -3.288 -6.255 0.088
H -3.879 -7.207 4.284 0.081
C 2.614 -0.561 6.559 -0.276
N -5.446 -0.031 -10.690 0.138
H 5.329 9.515 3.416 0.080
C -5.552 -0.748 -7.353 -0.058
H 3.956 4.450 3.356 -0.099
H 1.699 -3.491 -0.899 0.080
N -4.326 -3.039 3.019 0.128
H -0.424 4.066 -0.751 0.019
H -4.750 -1.353 -6.932 0.086
H 5.148 -2.544 1.226 0.035
H 6.373 -3.557 2.013 0.060
H 1.452 0.929 10.506 0.085
O 2.832 1.280 1.912 0.057
C -5.504 0.599 -6.801 -0.277
H 10.019 -0.934 2.373 0.085
C 3.387 1.407 0.876 -0.785
H 5.119 -4.060 -2.681 0.077
C 4.064 -0.607 6.423 -0.083
C -5.494 -0.686 5.237 -0.089
H 6.806 -4.390 -2.223 0.080
N 8.359 -2.753 0.418 0.141
H 1.521 0.118 -7.457 0.077
P 0.643 2.933 0.680 0.458
H -1.877 2.506 -3.754 0.044
H 0.092 4.465 -5.707 0.026
C -9.282 0.332 -5.199 -0.062
N 4.078 7.495 5.490 0.127
H -3.198 1.367 -3.447 0.090
C -0.203 -1.036 2.885 -0.229
N -0.588 -0.369 2.032 0.160
C 0.805 0.819 -7.882 -0.078
C 0.279 -2.729 -6.689 -0.060
H 1.600 -1.727 -1.085 0.077
O 2.114 4.438 -0.854 0.050
H -9.942 0.565 5.187 0.085
H -3.825 -5.829 3.167 0.057
C 1.293 -2.684 -1.506 -0.059
H 5.170 -4.953 5.651 0.045
H -1.320 5.509 -5.442 0.090
C 2.880 4.805 1.252 -0.749
C 4.606 -3.262 3.109 -0.248
C 1.853 5.729 -0.510 -0.553
H 5.129 7.968 2.569 0.078
C 8.651 -1.877 1.099 -0.273
H -9.257 0.208 -4.118 0.086
H 3.160 2.305 -1.041 0.140
H -9.899 1.952 4.080 0.080
N -0.532 4.316 -2.648 0.190
C 6.464 -6.098 6.842 -0.288
H -8.326 0.235 -9.468 0.078
N 1.471 -0.521 6.665 0.140
C 4.654 8.680 3.241 -0.067
O 0.397 2.725 2.222 -0.137
N 2.323 -2.824 -5.074 0.126
C -6.518 0.340 -10.519 -0.280
H -8.509 1.041 -5.493 0.070
H -8.523 1.624 5.152 0.079
H 2.064 2.537 10.073 0.083
C 3.373 2.610 -0.018 -0.110
N -8.223 -0.339 2.713 0.128
N -8.847 -1.963 -6.358 0.131
H 8.312 -0.660 2.769 0.081
H -10.256 0.719 -5.492 0.083
C 3.366 0.949 9.658 -0.280
H -2.463 -6.141 4.254 0.079
F 4.242 4.972 1.012 0.005
N -5.490 1.663 -6.369 0.129
H 0.841 0.756 -8.968 0.088
C 0.322 -1.882 3.951 -0.064
C 1.428 -2.782 -5.791 -0.268
C -6.180 -0.608 6.523 -0.292
N 1.328 3.250 -7.111 0.135
O 1.358 6.529 -1.220 0.195
C 5.369 -5.998 5.883 -0.076
C -2.687 1.945 -4.214 -0.053
H 4.339 -0.722 5.376 0.055
C 2.017 1.494 9.768 -0.065
O 0.592 1.683 -0.090 -0.252
H 4.376 3.035 -0.022 0.135
N 4.420 0.504 9.572 0.134
H -5.699 0.213 4.659 0.072
C -9.046 -0.954 -5.848 -0.282
C 6.234 -2.383 -2.104 -0.287
H 0.461 -2.895 3.577 0.084
H -4.612 -1.522 0.279 0.084
H -3.059 -1.011 0.978 0.060
C -0.334 5.237 -5.069 -0.042
C 4.336 8.026 4.506 -0.295
H -4.421 -0.773 5.393 0.077
H -3.177 -2.557 0.125 0.045
H 4.489 0.314 6.816 0.066
H 0.213 1.767 2.314 0.052
C -8.704 0.327 3.514 -0.290
H 4.925 -4.300 1.313 0.087
C 1.133 2.174 -7.458 -0.249